A structure of composition C52H42BN10O4Ti in a non-equilibrium geometry. Source: the OMol25 dataset; level of theory: wB97M-V/def2-TZVPD.

* ΔE to the lowest compared entry with this formula, charge and spin: 0.0 kcal/mol

Structure (ORCA input):
```
! RIJCOSX wB97M-V def2-TZVPD def2/J DEFGRID3
* xyz 1 1
Ti -0.05 -0.35 0.39
O 0.54 -2.46 3.99
C 0.89 -1.98 2.94
N 0.18 -0.94 2.29
C -0.90 -0.36 3.04
O -1.65 -0.91 3.79
C -0.96 1.13 2.81
C -1.67 1.93 3.68
C -1.61 3.30 3.45
C -0.88 3.78 2.37
C -0.25 2.88 1.53
N -0.29 1.56 1.74
C 2.23 -2.38 2.36
C 2.89 -3.47 2.91
C 4.12 -3.82 2.39
C 4.66 -3.05 1.37
C 3.94 -1.96 0.91
N 2.75 -1.63 1.40
H -2.22 1.47 4.48
H -2.13 3.98 4.11
H -0.80 4.83 2.17
H 0.29 3.22 0.66
H 2.42 -4.02 3.71
H 4.66 -4.67 2.78
H 5.62 -3.28 0.93
H 4.34 -1.31 0.13
C 0.95 0.32 -5.16
C -0.02 0.13 -4.04
C -1.40 0.25 -4.04
C -1.80 -0.08 -2.73
N -0.74 -0.35 -1.99
N 0.34 -0.24 -2.80
B 1.66 -0.81 -2.25
N 1.32 -2.12 -1.49
N 0.51 -2.16 -0.39
C 0.32 -3.46 -0.07
C 1.03 -4.24 -0.97
C 1.64 -3.37 -1.85
C 2.49 -3.69 -3.03
C -0.46 -3.95 1.08
C 0.05 -5.02 1.81
C -0.64 -5.51 2.90
C -1.85 -4.94 3.28
C -2.38 -3.90 2.54
C -1.69 -3.41 1.44
N 2.31 0.22 -1.30
N 1.77 0.58 -0.09
C 2.62 1.49 0.45
C 3.65 1.73 -0.43
C 3.43 0.91 -1.53
C 4.29 0.74 -2.75
C 2.60 2.07 1.82
C 2.84 3.43 1.96
C 2.89 4.01 3.22
C 2.71 3.22 4.35
C 2.51 1.85 4.21
C 2.46 1.28 2.95
C -3.18 -0.21 -2.25
C -3.55 -1.27 -1.43
C -4.86 -1.40 -1.00
C -5.82 -0.48 -1.39
C -5.47 0.57 -2.23
C -4.15 0.71 -2.66
H 0.41 0.52 -6.08
H 1.57 -0.57 -5.31
H 1.62 1.16 -4.97
H -2.04 0.49 -4.87
H 2.43 -1.05 -3.13
H 1.05 -5.32 -1.00
H 2.62 -4.77 -3.10
H 3.47 -3.22 -2.96
H 2.03 -3.34 -3.96
H 1.01 -5.44 1.54
H -0.23 -6.33 3.47
H -2.38 -5.32 4.15
H -3.32 -3.45 2.82
H -2.13 -2.60 0.86
H 4.49 2.39 -0.27
H 5.15 1.40 -2.67
H 3.74 0.98 -3.66
H 4.65 -0.28 -2.84
H 2.96 4.05 1.08
H 3.06 5.07 3.32
H 2.75 3.67 5.34
H 2.39 1.23 5.09
H 2.32 0.21 2.84
H -2.81 -2.01 -1.15
H -5.14 -2.23 -0.36
H -6.84 -0.58 -1.05
H -6.21 1.29 -2.55
H -3.87 1.54 -3.30
O -3.80 -0.06 1.53
C -2.92 0.28 0.80
O -1.81 -0.48 0.54
C -2.90 1.57 0.04
C -4.04 2.38 0.00
C -4.00 3.50 -0.78
C -2.83 3.80 -1.52
C -2.72 4.92 -2.38
C -1.57 5.15 -3.06
C -0.46 4.28 -2.92
C -0.53 3.19 -2.10
C -1.73 2.93 -1.38
N -1.78 1.84 -0.58
H -4.92 2.09 0.57
H -4.86 4.16 -0.86
H -3.57 5.59 -2.49
H -1.49 6.01 -3.72
H 0.45 4.48 -3.48
H 0.30 2.51 -1.98
*
```

Mulliken atomic charge list, values in e, 2 entries: atom 1 (Ti): -2.032, atom 2 (O): -0.577